Molecular formula: C3H5NO4
Method: DFT, ωB97M-V with the def2-TZVPD basis set

Results
DFT total energy (Eh): -472.88160
Highest occupied orbital energy (eV): -9.8399
2S+1: 1
Orbital gap (Ha): 0.3351

Each line ends with the Mulliken charge.
Positions of all 13 atoms, in Å:
C 0.588 0.952 0.110  0.328
C -0.896 0.474 0.215  0.147
C -1.507 -0.154 -1.011  0.075
H 0.600 -1.402 -0.496  0.467
H 2.523 0.250 0.482  0.286
H -1.402 1.370 0.676  0.311
H -0.185 -0.877 1.486  0.427
H -2.481 0.319 -1.818  0.278
N 1.458 -0.030 0.460  -0.131
O 1.109 -1.331 0.306  -0.502
O 0.871 2.017 -0.312  -0.559
O -0.961 -0.342 1.365  -0.545
O -0.815 -1.229 -1.288  -0.581